The following is a quantum chemistry calculation of an isolated molecule of C2H5NO3, from the OMol25 dataset.

```
11
Properties=species:S:1:pos:R:3:forces:R:3
O -1.444 0.612 1.103 0.0 -0.7 0.1
C -1.437 0.206 -0.041 -0.4 1.8 -1.1
N -0.342 0.290 -0.880 -0.2 -0.3 0.2
C 0.911 0.019 -0.233 -0.5 -1.9 0.5
O 1.174 0.889 0.764 0.3 0.3 0.6
O 0.643 -1.377 0.297 0.9 1.3 -0.6
H -2.366 0.016 -0.601 0.0 -0.4 0.3
H -0.438 -0.096 -1.807 -0.2 -0.1 0.1
H 1.740 0.012 -0.955 -0.3 -0.1 0.3
H 0.347 0.975 1.293 0.3 0.0 -0.3
H 1.212 -1.545 1.059 0.1 0.2 -0.1
```
Forces are in eV/Å.

SMILES string: O=CNC(O)O
E, Eh: -359.6835
Gap between HOMO and LUMO, eV: 11.147
Energy above the lowest of the compared OMol25 structures with the same formula, charge and spin, kcal per mole: 16.2
Max |F|, eV/A: 2.20
HOMO, Eh: -0.38259
Spin multiplicity: 1